9
Properties=species:S:1:pos:R:3:forces:R:3:mulliken_charge:R:1 method="wB97M-V/def2-TZVPD" multiplicity=3 gap_ev="11.143 / 7.493" lumo_energy_ha="0.024 / -0.107"
C -1.425 0.739 0.070 0.64 1.54 1.02 -0.5282
N 1.743 -0.988 -0.066 3.02 2.48 -3.11 1.2040
O 1.355 -1.911 0.479 -1.65 -3.91 2.72 -0.5382
O 2.830 -0.775 -0.576 1.87 -0.89 0.17 -0.5730
O -0.708 -0.343 0.370 0.05 -1.55 -0.23 -0.1532
O 1.057 0.036 -0.371 -1.70 2.48 -0.35 -0.3119
H -0.872 1.667 0.265 0.44 -0.02 -0.01 0.2638
H -2.198 0.663 0.750 -2.49 0.54 1.05 0.3126
H -1.782 0.912 -0.920 -0.18 -0.66 -1.26 0.3242

***

86
Properties=species:S:1:pos:R:3:forces:R:3:mulliken_charge:R:1 method="wB97M-V/def2-TZVPD" total_charge=+1 gap_ev=4.753 lumo_energy_ha=-0.157
C 2.397 -4.217 -5.377 -0.16 0.16 0.40 -0.9132
O 2.089 -3.598 -4.109 -0.41 -0.30 -0.18 -0.4363
C 0.821 -3.677 -3.630 -0.48 0.06 0.22 0.3065
C 0.590 -3.043 -2.377 0.56 -0.34 -1.03 -0.2493
C -0.690 -3.023 -1.880 -0.72 -0.38 -0.20 0.6872
C -1.729 -3.698 -2.567 0.66 0.20 0.01 0.0444
C -1.528 -4.347 -3.780 0.21 0.14 0.10 -1.2070
C -0.243 -4.330 -4.324 0.38 0.40 0.40 -0.7900
N -2.891 -3.588 -1.802 0.11 1.27 1.80 0.1492
C -4.176 -4.164 -2.159 -0.45 -0.09 0.06 -0.9169
C -2.641 -2.850 -0.677 0.10 -0.98 -1.36 -0.9349
C -1.276 -2.455 -0.666 0.53 0.55 -0.09 1.3622
C -0.593 -1.712 0.312 -1.11 -0.93 -0.10 -0.5597
C -1.254 -1.281 1.495 -0.32 0.47 0.57 0.5139
C -2.527 -0.678 1.555 0.27 -0.87 1.15 -1.7519
N -2.890 -0.503 2.862 0.17 0.17 -1.22 0.3356
C -4.139 0.093 3.302 -0.20 0.31 -0.09 -0.8506
C -1.878 -0.959 3.700 0.30 -0.49 -0.73 0.1548
C -0.830 -1.475 2.887 -0.97 0.63 0.01 0.3211
C 0.200 -2.191 3.483 0.60 -0.37 1.19 0.3327
C 0.200 -2.320 4.902 -0.15 0.23 -0.99 0.4699
O 1.159 -2.980 5.602 0.03 0.03 -0.42 -0.4569
C 2.238 -3.612 4.889 -0.48 0.29 0.17 -0.7493
C -0.842 -1.749 5.690 0.25 -0.05 -0.57 -0.8938
C -1.896 -1.082 5.084 0.36 -0.07 0.27 -0.9775
H 3.461 -4.021 -5.505 -0.16 -0.11 -0.13 0.2531
H 2.208 -5.301 -5.347 0.07 0.33 0.03 0.3699
H 1.823 -3.755 -6.195 0.17 -0.11 0.27 0.3687
H 1.416 -2.591 -1.832 -0.06 -0.02 -0.30 0.5525
H -2.355 -4.835 -4.291 0.32 0.02 -0.01 0.2217
H -0.053 -4.804 -5.289 -0.12 0.17 0.42 0.4274
H -4.068 -4.660 -3.126 -0.18 0.11 0.27 0.2900
H -4.510 -4.894 -1.409 0.25 0.16 -0.23 0.3359
H -4.938 -3.377 -2.229 0.25 -0.20 -0.10 0.3412
H -3.400 -2.672 0.075 0.08 -0.18 -0.23 0.7386
H 0.485 -1.599 0.210 -0.13 -0.23 0.20 0.4865
H -3.207 -0.452 0.742 0.21 0.31 0.17 0.7389
H -4.167 0.074 4.395 -0.12 0.05 -0.35 0.2908
H -4.210 1.133 2.953 0.06 -0.27 0.20 0.2638
H -5.001 -0.460 2.902 0.30 0.06 0.19 0.3203
H 0.967 -2.662 2.862 -0.21 0.19 0.36 0.4945
H 2.870 -4.006 5.683 0.05 -0.03 -0.24 0.2384
H 1.861 -4.430 4.256 0.11 0.22 0.17 0.3125
H 2.792 -2.881 4.279 -0.14 -0.20 0.20 0.3087
H -0.788 -1.867 6.769 -0.03 0.01 -0.23 0.4504
H -2.714 -0.660 5.667 0.27 -0.21 -0.01 0.2627
C -2.363 3.170 0.839 -0.39 0.01 0.07 -1.1891
C -1.524 3.627 -0.350 0.35 -0.08 0.01 1.2290
C -2.167 3.185 -1.663 -0.31 0.24 -0.13 -1.9260
C -1.427 5.157 -0.370 -0.19 0.30 -0.09 -1.6546
N -0.181 3.014 -0.248 -0.21 0.14 0.23 0.5726
P 0.407 1.819 -1.293 -0.27 -0.24 -0.77 -0.5249
H 0.093 0.526 -0.570 0.42 0.61 0.22 -0.0213
N 2.001 2.220 -0.882 0.22 -0.08 0.07 0.4483
C 3.184 1.964 -1.739 -0.20 0.04 0.18 1.1486
C 3.997 3.244 -1.960 0.21 0.16 -0.21 -1.5463
C 2.709 1.474 -3.106 0.26 0.03 -0.28 -1.8618
C 4.053 0.905 -1.066 0.21 -0.23 -0.16 -1.2298
C 2.069 2.971 0.303 0.13 0.13 0.19 1.2319
C 0.788 3.434 0.678 0.06 0.17 0.14 1.2919
C 0.614 4.260 1.788 0.50 -0.19 0.06 -0.8472
C 1.757 4.627 2.516 0.31 -0.25 -0.18 -1.0586
C 3.032 4.169 2.143 -0.44 0.02 0.03 -1.0534
C 3.204 3.329 1.031 -0.42 0.13 0.30 -0.7587
H -1.913 3.503 1.782 -0.26 -0.22 -0.21 0.2830
H -3.373 3.598 0.759 0.21 -0.14 0.12 0.4853
H -2.438 2.074 0.849 0.02 0.22 0.04 0.0565
H -1.581 3.535 -2.524 -0.12 -0.20 0.21 0.4184
H -2.303 2.100 -1.729 0.11 0.11 0.00 0.3863
H -3.160 3.647 -1.733 0.16 -0.12 0.03 0.4775
H -0.747 5.501 -1.163 -0.18 -0.13 0.23 0.3543
H -2.432 5.554 -0.578 0.31 -0.03 0.04 0.4545
H -1.097 5.581 0.584 -0.10 -0.08 -0.41 0.3392
H 4.497 3.600 -1.053 -0.18 -0.04 -0.39 0.3534
H 4.781 3.019 -2.699 -0.22 0.14 0.20 0.4452
H 3.367 4.053 -2.358 0.15 -0.24 0.13 0.3403
H 2.141 0.537 -3.052 0.01 0.17 0.03 0.3427
H 2.107 2.241 -3.610 0.06 -0.26 0.14 0.3917
H 3.592 1.287 -3.730 -0.18 -0.01 0.14 0.4874
H 3.485 -0.030 -0.955 0.17 0.17 0.03 0.1636
H 4.937 0.709 -1.689 -0.17 -0.03 0.23 0.4201
H 4.385 1.242 -0.077 -0.06 -0.28 -0.29 0.2963
H -0.376 4.617 2.080 0.66 -0.15 0.00 0.2085
H 1.638 5.268 3.389 0.11 -0.15 -0.22 0.3824
H 3.908 4.454 2.725 -0.26 -0.02 -0.11 0.3797
H 4.197 2.974 0.745 -0.52 0.26 0.34 0.2264

***

72
Properties=species:S:1:pos:R:3:forces:R:3:mulliken_charge:R:1 method="wB97M-V/def2-TZVPD" total_charge=+1 gap_ev=5.879 lumo_energy_ha=-0.119
Bi -0.734 -0.176 -0.422 -0.45 -0.26 0.28 1.1641
C -0.692 0.138 4.086 0.01 0.03 0.06 -1.1385
C 0.669 0.234 4.410 0.04 -0.02 -0.02 -0.5962
C 1.613 0.251 3.419 0.08 0.00 -0.03 -1.1953
C 1.226 0.156 2.064 -0.13 -0.01 0.04 1.1804
N -0.092 0.027 1.784 0.04 0.00 0.15 0.7716
C -1.024 0.040 2.765 -0.02 -0.01 -0.05 -0.5244
C 2.163 0.209 0.977 -0.02 -0.10 -0.15 0.4475
C 3.426 0.750 1.089 -0.06 0.01 -0.05 -0.9653
C 4.175 1.117 -0.024 0.18 0.00 -0.03 -2.0076
C 3.551 1.056 -1.267 -0.02 -0.06 0.11 -0.1361
C 2.313 0.482 -1.444 0.04 -0.04 0.08 -0.1933
N 1.709 -0.279 -0.330 0.16 -0.23 0.05 1.2988
C 1.557 0.596 -2.665 -0.12 -0.01 0.02 0.6273
C 2.120 0.967 -3.905 0.06 0.00 -0.02 -1.3303
C 1.331 1.022 -5.025 0.01 0.02 0.02 -0.5097
C -0.033 0.719 -4.942 -0.07 -0.01 -0.04 -0.9946
C -0.532 0.386 -3.712 0.01 0.08 0.11 -0.1910
N 0.236 0.334 -2.608 0.01 -0.01 -0.05 0.2896
H -1.457 0.136 4.848 0.00 -0.01 -0.05 0.4712
H 0.977 0.288 5.447 0.00 0.02 -0.03 0.4452
H 2.663 0.312 3.663 -0.04 -0.01 0.03 0.4497
H -2.055 -0.022 2.434 0.05 -0.02 -0.01 0.6912
H 3.804 1.008 2.071 -0.06 0.00 -0.02 0.4167
H 5.145 1.579 0.087 -0.06 -0.03 0.00 0.4537
H 4.018 1.560 -2.105 -0.04 -0.03 0.00 0.4503
H 3.176 1.185 -3.973 -0.01 -0.04 -0.02 0.3905
H 1.764 1.293 -5.979 0.03 0.00 0.03 0.4522
H -0.675 0.740 -5.812 0.02 0.01 0.04 0.4358
H -1.585 0.155 -3.573 0.05 -0.01 -0.02 0.4380
Cl -3.625 6.351 0.194 0.00 0.01 0.01 -0.2365
C -3.374 4.639 0.209 -0.14 -0.03 0.03 0.4634
C -4.431 3.798 0.420 0.04 0.18 -0.03 -0.3785
C -4.244 2.409 0.452 0.03 -0.42 0.05 -0.2143
I -5.855 1.148 0.847 0.07 0.13 -0.03 0.0555
C -3.004 1.822 0.252 -0.28 0.20 0.11 0.5774
O -2.791 0.529 0.302 0.50 -0.04 -0.34 -0.7692
C -1.916 2.711 0.000 0.01 0.02 0.02 -0.0732
N -0.692 2.144 -0.236 0.17 0.17 -0.09 0.4502
C 0.377 2.913 -0.380 -0.18 -0.05 -0.02 0.2929
C 0.299 4.307 -0.323 0.02 0.02 0.00 -1.3297
C -0.920 4.904 -0.152 0.02 0.04 -0.01 -0.7448
C -2.078 4.117 0.009 0.16 -0.12 0.00 0.1453
H -5.419 4.212 0.570 0.01 -0.03 0.02 0.4227
H 1.325 2.423 -0.550 0.01 -0.04 -0.01 0.1504
H 1.203 4.890 -0.428 -0.03 -0.03 -0.01 0.5237
H -1.007 5.983 -0.128 -0.02 -0.04 0.00 0.4599
C -3.239 -6.605 -0.640 0.01 0.00 0.01 -0.4521
C -1.856 -6.564 -0.780 0.01 -0.02 -0.01 -0.6300
C -1.139 -5.496 -0.272 0.05 0.06 0.05 -0.4757
C -1.798 -4.456 0.385 -0.04 -0.03 -0.11 0.7314
C -3.183 -4.506 0.526 0.03 0.02 0.03 -0.4290
C -3.900 -5.577 0.014 -0.02 -0.03 -0.01 -0.6610
C -1.071 -3.289 0.913 -0.05 0.10 -0.05 -0.5431
C 0.187 -2.990 0.710 -0.06 0.16 -0.08 -0.3599
C 1.460 -2.686 0.610 0.00 0.15 -0.06 0.8505
C 2.381 -3.254 1.606 -0.03 0.08 0.13 -0.9314
C 3.699 -3.225 1.421 0.08 -0.03 -0.03 -0.7597
C 4.253 -2.672 0.190 0.00 0.02 0.06 -0.4168
C 3.492 -2.055 -0.711 -0.10 0.24 -0.10 -1.0706
C 2.019 -1.812 -0.521 0.06 0.01 0.10 0.2309
H -3.798 -7.443 -1.037 0.01 0.02 0.01 0.3876
H -1.337 -7.369 -1.284 -0.02 0.02 0.02 0.3948
H -0.059 -5.462 -0.372 -0.04 -0.02 -0.02 0.3935
H -3.700 -3.702 1.039 0.01 -0.02 -0.02 0.3915
H -4.976 -5.609 0.127 0.02 0.00 0.00 0.3894
H -1.667 -2.590 1.506 0.07 -0.06 0.04 0.4645
H 1.936 -3.730 2.471 0.01 0.05 0.00 0.5497
H 4.368 -3.659 2.153 -0.02 0.00 -0.02 0.4804
H 5.314 -2.787 0.004 -0.03 -0.01 -0.02 0.4711
H 3.924 -1.683 -1.628 0.04 0.01 -0.02 0.4960
H 1.509 -2.060 -1.457 -0.09 0.05 0.00 0.6117

***

91
Properties=species:S:1:pos:R:3:forces:R:3:mulliken_charge:R:1 method="wB97M-V/def2-TZVPD" total_charge=+1 gap_ev=7.173 lumo_energy_ha=-0.117
Ga -1.447 -0.010 0.918 0.18 -0.06 -0.43 0.1172
C -3.606 -1.304 -1.100 0.03 0.01 -0.02 -1.1130
O -2.254 -1.359 -0.592 0.06 0.19 0.17 0.8302
C -1.255 -1.794 -1.437 0.09 0.14 0.11 0.6947
C -1.456 -2.649 -2.488 0.00 -0.04 -0.02 -0.7074
C -0.354 -3.059 -3.241 -0.01 -0.04 -0.05 -0.7310
Br -0.624 -4.181 -4.733 0.00 0.01 0.02 -0.1279
C 0.912 -2.646 -2.918 0.05 0.02 0.01 -1.1544
C 1.110 -1.760 -1.851 0.00 0.03 0.09 0.8400
C 0.016 -1.279 -1.111 0.00 -0.10 -0.19 0.7467
O 0.143 -0.389 -0.137 -0.43 -0.19 0.20 -1.1517
C 2.437 -1.315 -1.481 0.09 0.15 0.12 -0.2988
N 2.669 -0.462 -0.485 0.09 -0.32 -0.26 0.8205
C 4.029 -0.212 -0.378 -0.03 -0.04 0.00 0.3155
C 4.759 0.613 0.464 0.04 0.01 0.01 -0.7552
C 6.127 0.629 0.275 -0.03 0.01 0.02 -0.6686
C 6.743 -0.146 -0.717 -0.01 -0.02 -0.02 -0.5003
C 6.013 -0.964 -1.558 0.04 0.01 -0.01 -1.1035
C 4.640 -0.977 -1.366 -0.03 -0.04 -0.01 0.7269
N 3.614 -1.658 -2.022 0.00 -0.03 -0.10 0.1602
H -3.597 -0.855 -2.092 -0.01 -0.02 0.00 0.3499
H -4.163 -0.667 -0.421 -0.01 0.00 0.01 0.2929
H -4.024 -2.309 -1.119 -0.02 0.01 0.00 0.4037
H -2.445 -3.003 -2.743 0.00 0.01 0.01 0.6299
H 1.748 -2.989 -3.513 -0.01 -0.01 0.00 0.4990
H 1.852 -0.136 0.023 0.00 0.38 0.26 -0.1017
H 4.280 1.219 1.220 0.00 0.00 0.01 0.5178
H 6.741 1.258 0.905 0.00 0.00 0.00 0.4321
H 7.818 -0.099 -0.828 0.00 0.00 0.00 0.4140
H 6.491 -1.558 -2.325 0.00 0.00 0.00 0.4500
H 3.724 -2.282 -2.803 0.00 0.02 -0.01 0.2683
C -0.336 0.450 4.170 0.03 -0.01 -0.04 -1.4568
Si -1.443 -0.729 3.213 -0.08 -0.04 0.13 0.8003
C -0.656 -2.467 3.207 0.03 0.03 -0.09 2.1626
C 0.815 -2.314 2.787 -0.02 0.02 -0.01 -1.9100
C -1.334 -3.421 2.216 -0.01 0.00 0.00 -1.8717
C -0.701 -3.085 4.610 -0.02 0.00 0.01 -1.9464
C -3.244 -0.533 3.792 0.00 0.00 -0.05 2.0823
C -3.680 0.909 3.487 -0.02 0.00 -0.03 -1.9908
C -4.183 -1.491 3.051 0.00 -0.02 0.01 -1.6117
C -3.365 -0.766 5.303 0.03 0.03 0.01 -1.8259
H -0.109 0.033 5.154 -0.01 0.00 0.00 0.3473
H -0.816 1.417 4.323 -0.01 0.00 0.00 0.3496
H 0.614 0.629 3.664 0.00 -0.01 0.01 0.3408
H 0.905 -1.925 1.768 0.01 0.00 0.03 0.2948
H 1.304 -3.293 2.810 -0.01 -0.01 -0.01 0.5032
H 1.371 -1.656 3.457 0.00 0.00 0.01 0.3196
H -1.379 -3.005 1.205 0.02 -0.01 0.01 0.3287
H -2.350 -3.677 2.517 -0.01 0.01 -0.01 0.2838
H -0.765 -4.354 2.157 0.00 -0.01 0.01 0.5121
H -0.239 -2.441 5.362 -0.01 0.00 0.00 0.3479
H -0.154 -4.032 4.611 0.00 0.00 0.00 0.4819
H -1.722 -3.299 4.927 0.00 -0.01 0.00 0.3470
H -3.686 1.128 2.415 0.01 -0.01 0.01 0.3935
H -3.047 1.649 3.980 0.00 0.00 0.00 0.3178
H -4.700 1.064 3.850 0.00 0.00 0.00 0.5620
H -4.078 -1.416 1.963 0.01 0.01 0.00 0.1579
H -5.224 -1.253 3.291 0.00 0.00 0.01 0.5270
H -4.012 -2.531 3.332 0.00 0.00 0.00 0.2953
H -2.702 -0.110 5.871 0.00 0.00 0.00 0.3472
H -3.143 -1.796 5.584 0.00 -0.01 0.00 0.3330
H -4.388 -0.552 5.627 0.00 0.00 0.00 0.4836
Cl 2.784 2.287 -2.296 -0.03 -0.02 0.00 -0.1100
C 1.812 1.365 -3.403 -0.05 0.03 -0.02 1.2854
C 2.470 0.584 -4.340 0.01 0.00 -0.01 -0.7100
C 1.754 -0.221 -5.210 0.01 -0.01 0.00 -0.9306
C 0.371 -0.246 -5.130 -0.03 0.01 0.00 -0.6285
C -0.275 0.556 -4.210 0.03 0.00 0.02 0.8932
Cl -2.014 0.517 -4.148 -0.01 0.02 -0.02 -0.2303
C 0.410 1.411 -3.328 0.07 -0.02 -0.01 -1.4408
N -0.276 2.183 -2.407 -0.05 0.02 -0.06 0.5399
C -0.002 3.577 -2.224 0.08 -0.06 0.03 -0.0568
C 0.491 4.361 -3.254 0.01 0.03 -0.02 -0.1092
C 0.752 5.706 -3.036 -0.01 -0.03 -0.01 -0.7720
C 0.501 6.266 -1.795 -0.01 0.01 0.03 -0.7447
C -0.013 5.478 -0.774 -0.02 0.02 -0.03 -1.0772
C -0.263 4.128 -0.970 0.03 0.06 0.02 0.3797
C -0.808 3.264 0.135 -0.01 0.01 0.03 0.0770
C -2.133 2.621 -0.260 -0.01 0.09 0.02 0.2093
O -2.982 3.247 -0.838 0.01 -0.04 -0.06 -0.6296
O -2.303 1.340 0.038 -0.12 -0.16 0.16 -0.4399
H 3.551 0.621 -4.377 0.00 0.01 0.00 0.5522
H 2.267 -0.818 -5.951 0.00 0.00 0.00 0.4930
H -0.216 -0.871 -5.790 0.00 0.00 0.00 0.5308
H -1.271 1.992 -2.416 0.02 0.00 -0.02 0.3105
H 0.676 3.917 -4.225 0.00 0.01 0.00 0.4554
H 1.142 6.315 -3.841 0.00 0.00 -0.01 0.4190
H 0.691 7.317 -1.622 0.01 0.00 0.00 0.4070
H -0.227 5.920 0.191 0.00 0.00 0.00 0.4429
H -1.009 3.890 1.007 0.02 -0.04 0.03 0.5358
H -0.078 2.501 0.424 -0.02 -0.02 -0.06 -0.0534